[1]
ORCA calculation (the ωB97M-V functional and the def2-TZVPD basis) on 15 unconnected molecules or ions with the total composition C24H72F6N13O26S2.

Summary:
E_HOMO	-6.90	eV
frontier orbital gap	8.3	eV
maximum force	4.05	eV/Å
LUMO	1.40	eV
net charge	-1
energy above the lowest of the compared OMol25 structures with the same formula, charge and spin	0.0	kcal per mole

Structure (XYZ):
```
143
Properties=species:S:1:pos:R:3:forces:R:3
C 0.71151 1.60398 2.29533 -1.3 -1.2 0.1
F 1.69756 2.07603 1.59047 0.7 -0.1 -0.4
F 0.95463 1.76156 3.58643 0.0 0.0 0.0
F -0.40303 2.23454 1.96192 -0.1 0.2 0.1
S 0.38052 -0.26631 1.96596 0.5 -1.5 -1.3
O 1.15522 -1.04280 2.90114 0.5 1.0 -0.2
O -1.03506 -0.56556 2.01762 0.7 1.4 0.0
N 1.01400 -0.40831 0.34457 -0.7 1.7 3.2
S 0.09139 -1.45719 -0.33563 -0.9 -3.6 -1.7
O 0.06854 -2.74554 0.32967 0.4 0.6 -0.2
O -1.19178 -0.97805 -0.74267 0.0 0.9 -0.6
C 1.02331 -1.88820 -1.97221 0.1 -0.6 0.4
F 0.38136 -2.91003 -2.54807 -0.2 0.6 0.2
F 1.08203 -0.87469 -2.84885 0.0 0.0 0.4
F 2.26409 -2.34595 -1.74659 -0.1 0.7 0.3
C 1.77930 -2.80087 6.08545 -0.1 -0.1 -0.5
O 2.32387 -3.47788 6.93971 -0.2 0.2 0.4
N 1.32052 -3.31148 4.90915 0.2 -0.5 0.3
N 1.55430 -1.45539 6.15930 0.4 -0.1 0.3
H 1.25469 -4.31371 4.89780 0.1 0.1 -0.5
H 1.00832 -2.70636 4.16977 -0.1 -0.4 -0.2
H 1.19073 -1.02181 5.32842 -0.1 0.5 0.4
H 1.64781 -1.02961 7.06267 0.0 0.3 -0.3
C -3.03907 4.61482 -1.45365 -0.2 0.5 -0.8
O -4.14686 5.10189 -1.27806 0.1 0.1 0.2
N -2.09905 5.12770 -2.29475 0.8 1.1 -1.1
N -2.59541 3.47405 -0.91904 0.9 -1.3 1.2
H -2.23425 5.98527 -2.80048 -0.6 0.0 0.3
H -1.24525 4.64940 -2.55190 -0.3 0.0 0.6
H -3.17708 2.86761 -0.36820 0.1 0.3 0.1
H -1.69388 3.12625 -1.20446 0.1 0.0 0.1
C 2.21658 5.22811 0.81073 1.5 -0.7 -0.3
O 2.19246 5.38263 2.02069 -0.4 -0.1 0.0
N 2.88595 4.19375 0.19917 0.0 -0.3 1.6
N 1.73800 6.05436 -0.10623 -1.4 2.8 -1.1
H 2.88244 4.08260 -0.79555 -0.2 -0.4 0.0
H 2.90230 3.42113 0.84685 0.5 -0.2 -0.8
H 1.75801 5.90593 -1.09734 0.1 -0.5 0.0
H 1.47367 6.99924 0.12546 -0.1 -0.3 0.4
C -3.88439 -2.78055 1.62089 1.5 1.1 -0.9
O -3.59868 -2.25968 0.53926 -0.7 0.3 -0.2
N -5.00860 -3.49203 1.82600 -0.8 -0.5 -0.2
N -3.04594 -2.67662 2.64975 0.1 -0.6 1.1
H -5.22106 -3.80524 2.75682 -0.3 0.1 -0.1
H -5.74999 -3.24255 1.19117 -0.1 -0.3 0.2
H -2.18191 -2.15421 2.57310 -0.3 -0.2 -0.1
H -3.31549 -3.16372 3.48656 0.5 0.4 0.3
C -2.65016 -4.12818 -2.43214 1.4 0.2 -1.1
O -2.30625 -4.93476 -3.30455 -0.8 -0.1 0.8
N -3.10094 -4.32486 -1.18676 -0.3 -1.2 0.2
N -2.48071 -2.78873 -2.58993 -0.3 0.9 -0.8
H -3.38594 -5.24395 -0.89771 0.0 0.2 0.2
H -3.32100 -3.45424 -0.70825 -0.4 -0.8 0.7
H -2.16219 -2.47140 -3.48937 0.1 -0.2 0.2
H -2.33671 -2.22972 -1.76269 0.2 0.2 -0.3
C -2.77140 0.25747 5.62198 -2.3 -2.0 0.2
O -3.72268 -0.51920 5.43988 0.7 0.5 -0.3
N -2.05301 0.82850 4.67340 1.0 0.8 -1.3
N -2.38076 0.52482 6.87090 0.8 0.7 2.8
H -1.37911 1.52846 4.93655 0.1 0.0 -0.3
H -2.25976 0.63640 3.70745 0.0 0.0 0.1
H -2.93457 0.22293 7.65333 -0.3 -0.3 -0.5
H -1.70106 1.21065 7.15785 0.1 0.1 -0.7
C 1.03259 2.37657 -4.40836 0.3 0.1 0.0
C -0.13324 2.61192 -3.43710 1.2 -0.1 -0.6
O 0.24538 3.34827 -2.27773 0.4 -0.1 0.5
O 1.72755 3.56767 -4.75548 -0.1 0.3 -0.3
H 0.66146 1.95231 -5.34179 -0.2 0.1 0.0
H 1.76826 1.65626 -4.04736 -0.3 -0.1 0.4
H -0.50987 1.61284 -3.20530 -0.6 0.2 0.1
H -0.85022 3.27829 -3.91683 -0.3 -0.6 -0.2
H 1.01139 2.91919 -1.84585 -0.4 0.0 -0.3
H 2.32754 3.79938 -4.04354 -0.1 0.0 0.1
C 4.25114 0.84579 -0.28817 -1.3 0.0 -0.3
C 3.51867 1.06343 -1.66650 1.1 -1.2 0.2
O 2.21339 1.60464 -1.61997 -0.1 0.3 0.7
O 3.72547 -0.26132 0.44299 -0.1 0.7 -0.3
H 4.12666 1.78193 0.26560 0.2 0.0 0.2
H 5.31167 0.60965 -0.36922 0.0 0.3 -0.5
H 3.47230 0.08783 -2.15341 0.0 -0.2 0.0
H 4.08667 1.69181 -2.35505 0.1 0.2 0.3
H 1.59800 0.99792 -1.17912 0.2 -0.1 0.1
H 2.74825 -0.17974 0.48606 0.6 -0.3 -0.1
C -4.96327 1.89239 -1.95990 1.2 1.0 -0.1
C -4.25648 0.67406 -1.41278 -0.2 0.0 -0.2
O -4.78436 -0.48388 -2.03380 0.1 -0.3 0.1
O -6.33549 2.02912 -1.66413 -0.2 -0.6 0.0
H -4.73980 1.93330 -3.03165 -0.6 -0.4 -0.3
H -4.39436 2.77109 -1.63615 -0.9 -0.5 0.1
H -4.29260 0.58661 -0.32347 -0.3 0.1 0.1
H -3.19782 0.75553 -1.67898 0.1 0.3 0.0
H -4.32629 -1.23068 -1.62913 -0.2 -0.2 -0.1
H -6.50803 2.89959 -1.30083 0.3 0.1 0.0
C 2.56065 -4.05870 -5.83243 0.9 -0.9 -3.6
C 2.01567 -2.98216 -6.76794 -1.4 0.4 2.0
O 1.61996 -1.96491 -5.84462 -0.2 1.0 0.0
O 1.53600 -4.69308 -5.11903 0.4 0.6 0.3
H 3.40161 -3.62966 -5.28633 -0.3 0.0 0.6
H 2.97049 -4.77023 -6.56757 0.5 -0.4 0.4
H 1.06705 -3.27790 -7.23172 0.4 -0.6 -0.5
H 2.68265 -2.54804 -7.51117 0.3 -0.3 0.2
H 1.24862 -2.48164 -5.11738 -0.2 0.3 0.2
H 2.01936 -5.17148 -4.42820 -0.5 0.1 0.4
C 3.92384 2.11250 5.21233 0.2 -0.3 -0.8
C 4.15911 2.56871 3.76060 0.7 0.7 0.0
O 5.54520 2.82473 3.45716 -0.4 -0.3 0.2
O 4.48653 0.80842 5.34793 -0.3 0.1 0.1
H 2.84335 2.08004 5.38546 -0.1 0.0 -0.1
H 4.37838 2.73425 5.98716 0.0 0.6 -0.4
H 3.68197 3.51468 3.49706 -0.3 0.1 0.6
H 3.74895 1.86133 3.03793 0.0 -0.5 0.3
H 5.95172 2.01039 3.14797 0.0 -0.1 0.2
H 4.21265 0.51571 6.22213 0.2 -0.4 -0.1
C -2.14289 -1.47605 -6.09546 -0.5 -0.3 -0.1
C -1.41995 -0.70511 -4.98466 -0.9 0.5 -0.4
O -2.30106 0.11051 -4.16420 0.6 -0.8 -0.4
O -2.55722 -2.79524 -5.70714 0.0 0.6 0.0
H -1.57372 -1.53605 -7.02564 0.4 0.1 0.2
H -3.06025 -0.94287 -6.35204 0.0 0.1 0.1
H -0.75526 0.02459 -5.44446 0.2 -0.2 0.1
H -0.85832 -1.44821 -4.41825 0.2 0.3 0.3
H -3.00684 -0.43516 -3.78828 -0.1 0.0 0.0
H -1.88035 -3.44198 -5.92631 0.1 0.0 0.2
C -0.34966 4.85448 5.43874 -0.9 -2.3 1.0
C 0.60276 3.91197 6.17625 1.1 1.7 -1.7
O 0.11649 2.57406 6.21235 0.1 0.5 0.7
O -1.55501 4.78675 6.22183 -0.4 1.0 -0.4
H -0.59056 4.40121 4.47449 0.2 0.3 -0.2
H 0.01731 5.87090 5.31181 0.1 -0.1 0.2
H 0.79646 4.37721 7.14666 -0.1 -0.5 0.4
H 1.54602 3.92049 5.62065 0.2 0.0 0.1
H 0.80446 2.14512 6.73293 -0.3 -0.6 -0.1
H -1.39973 4.22126 6.97964 0.0 -0.1 0.0
C 2.09055 -5.65119 -1.50094 0.2 0.4 0.9
C 0.99785 -6.57594 -1.98175 -0.5 -0.3 -2.5
O 0.51784 -7.56891 -1.10533 -0.1 0.9 0.9
O 2.81183 -5.09336 -2.59411 0.1 -0.6 -0.8
H 2.76091 -6.19327 -0.82878 0.0 -0.1 0.0
H 1.69645 -4.78303 -0.96564 -0.3 -0.3 0.4
H 1.28793 -7.14199 -2.87468 0.8 0.1 0.1
H 0.16002 -6.01550 -2.41262 -0.1 0.4 0.4
H -0.15828 -7.07453 -0.62753 -0.1 -0.6 0.4
H 3.67389 -4.79556 -2.29798 -0.1 0.0 0.1
```
Positions in Å, forces in eV/Å.


[2]
ORCA calculation (the ωB97M-V functional and the def2-TZVPD basis) on a molecular structure, C44H31BrN7O7STa.

Summary:
E_HOMO	-7.67	eV
frontier orbital gap	6.9	eV
maximum force	2.58	eV/Å
LUMO	-0.82	eV
energy above the lowest of the compared OMol25 structures with the same formula, charge and spin	32.5	kcal per mole

Structure (XYZ):
```
92
Properties=species:S:1:pos:R:3:forces:R:3
Ta 0.33765 1.22911 0.52346 -2.4 0.6 -0.7
O -3.84133 1.92175 -1.54350 -0.4 0.1 0.2
C -4.48835 1.15515 -0.63519 0.1 0.1 -0.2
C -5.75562 0.70149 -0.99159 -0.1 -0.1 0.0
C -6.48865 -0.06606 -0.10931 0.0 0.0 0.1
C -5.97465 -0.39454 1.14682 0.0 0.0 -0.1
C -4.71920 0.05951 1.50311 0.0 0.0 0.1
C -3.96135 0.83600 0.62368 0.1 0.4 -0.4
C -2.63801 1.35736 1.02510 -0.3 -0.3 0.0
O -1.74937 1.68388 0.09910 0.8 -0.2 0.3
N -2.38705 1.44884 2.28763 0.2 0.0 -0.1
N -1.06821 1.82757 2.41861 0.1 -0.1 -0.3
C -0.78579 2.39288 3.52173 0.4 0.2 0.5
C 0.54137 2.89268 3.85244 -0.6 -0.1 0.2
C 0.79968 3.47405 5.09325 0.0 0.1 0.2
C 2.04384 4.00595 5.37398 0.0 0.0 0.0
C 3.04386 3.96774 4.40151 0.0 0.0 0.0
C 2.80319 3.39257 3.16616 0.3 0.1 0.1
C 1.55461 2.85641 2.91389 -0.2 -0.5 -0.8
O 1.29414 2.29154 1.71404 1.0 0.7 0.8
H -2.94023 2.09945 -1.22931 0.1 0.0 0.1
H -6.14241 0.97124 -1.96785 0.0 0.0 0.1
H -7.47833 -0.40515 -0.39529 0.1 0.0 0.0
H -6.55734 -0.99141 1.83806 0.0 0.0 0.0
H -4.30074 -0.15993 2.47820 0.0 0.0 0.0
H -1.58778 2.51754 4.24654 0.0 0.0 0.0
H 0.00693 3.50083 5.83427 0.1 0.0 0.0
H 2.23919 4.45538 6.33908 0.0 0.0 0.0
H 4.01919 4.38985 4.61074 0.0 0.0 0.0
H 3.56188 3.35271 2.39479 0.0 0.0 0.0
S 0.76720 -0.55712 2.15691 0.1 0.3 -0.3
C -0.17459 -1.95535 1.65055 0.1 -0.2 0.0
N 0.09718 -3.05525 2.25807 -0.3 0.0 0.0
N -0.57426 -4.20016 2.09241 -0.2 0.1 -0.3
C -1.91931 -4.50970 1.74430 0.4 0.2 0.1
C -2.14578 -5.78672 1.25061 -0.1 -0.2 -0.2
C -3.43591 -6.21062 0.96183 0.1 0.0 0.0
C -4.51202 -5.36429 1.17077 0.0 0.1 0.0
C -4.28271 -4.09598 1.69374 0.1 0.0 0.0
C -2.99810 -3.66471 1.98575 0.0 0.1 0.0
N -1.06733 -1.93407 0.56884 0.2 -0.5 0.4
N -1.15040 -0.88152 -0.06019 -0.1 0.2 -0.3
C -1.95787 -1.00663 -1.27128 0.1 0.2 0.3
C -1.89400 -0.00655 -2.22842 0.2 -0.1 -0.2
C -2.63222 -0.12045 -3.39747 0.0 -0.1 -0.1
C -3.44474 -1.22168 -3.60882 0.0 0.0 0.0
C -3.52204 -2.21441 -2.63797 0.0 0.0 0.0
C -2.78153 -2.11146 -1.47459 0.0 -0.1 0.0
H -0.04624 -4.97553 2.44311 0.1 -0.1 0.2
H -1.30269 -6.44811 1.07972 0.0 0.0 0.0
H -3.59382 -7.20761 0.56957 0.0 0.0 0.0
H -5.51848 -5.68707 0.93457 0.0 0.0 0.0
H -5.11093 -3.42552 1.87415 -0.1 0.0 0.0
H -2.84527 -2.67868 2.40930 0.0 0.0 -0.1
H -1.26570 0.85879 -2.08265 0.0 0.0 -0.1
H -2.57489 0.66973 -4.13623 0.0 0.0 0.0
H -4.01996 -1.30750 -4.52379 0.0 0.0 0.1
H -4.16513 -3.07413 -2.78500 0.0 0.0 0.0
H -2.84130 -2.87740 -0.71828 0.0 -0.1 0.1
O 1.04659 2.70095 -3.08931 -0.3 0.3 -0.1
C 1.29640 2.67232 -1.91375 0.0 0.0 0.6
O 0.44522 2.76949 -0.90266 0.1 -0.8 -0.1
C 2.71779 2.47078 -1.44607 0.1 0.0 0.2
C 3.80172 2.96597 -2.19725 -0.1 0.0 -0.1
C 5.05507 2.76737 -1.71243 0.2 0.0 0.0
C 5.24235 2.03030 -0.51690 0.1 0.1 -0.1
C 6.52575 1.74291 0.01260 0.0 0.0 0.0
C 6.65285 0.98801 1.14070 -0.1 -0.1 0.1
C 5.50197 0.48270 1.79473 0.1 0.0 0.0
C 4.25424 0.75082 1.31548 -0.1 0.0 -0.1
C 4.10130 1.53978 0.14921 -0.2 0.0 0.0
N 2.84533 1.80567 -0.32600 0.1 -0.1 -0.1
H 3.60432 3.48189 -3.12810 0.0 0.0 0.1
H 5.92197 3.15888 -2.23487 0.0 -0.1 0.0
H 7.40173 2.12548 -0.49912 0.0 0.0 0.0
H 7.63667 0.76299 1.53501 -0.1 0.0 0.0
H 5.61706 -0.13296 2.67898 0.0 0.0 0.0
H 3.36757 0.34783 1.78798 0.0 0.0 0.0
Br 4.08093 -0.37332 -7.11945 0.0 0.0 0.0
C 3.39613 -0.46787 -5.35680 0.0 0.0 0.0
C 2.03602 -0.30706 -5.14989 0.0 0.0 0.1
C 1.54522 -0.34680 -3.85238 0.0 0.0 -0.1
C 2.40654 -0.57452 -2.78725 -0.2 0.3 -0.1
C 3.76542 -0.75330 -3.01660 0.1 -0.1 -0.1
C 4.27122 -0.69166 -4.30560 0.0 0.0 0.1
C 1.95573 -0.56961 -1.36816 -0.7 0.3 0.0
O 2.56986 -1.16081 -0.52410 0.1 -0.2 0.4
O 0.85674 0.18773 -1.09884 1.2 -0.8 -0.3
H 1.37295 -0.13474 -5.98676 0.0 0.0 0.0
H 0.48959 -0.19798 -3.66999 0.0 0.0 0.0
H 4.42005 -0.94071 -2.17218 0.0 0.0 -0.1
H 5.32940 -0.81522 -4.49384 0.0 0.0 0.0
```
Positions in Å, forces in eV/Å.


Look up the E_HOMO of the first one.
-6.90 eV


Which of these has the lowest LUMO?
C44H31BrN7O7STa


Look up the frontier orbital gap of the first one.
8.3 eV


Among the records above, which one has the lowest frontier orbital gap?
C44H31BrN7O7STa